A molecular structure, C61H47N9O8Pb, computed with ωB97M-V with the def2-TZVPD basis set.

CARTESIAN COORDINATES (ANGSTROEM)
Pb -0.11 0.76 0.43
C -7.50 2.63 6.98
O -6.53 3.37 6.31
C -5.55 2.68 5.62
C -4.57 3.47 4.99
C -3.56 2.87 4.28
C -3.49 1.49 4.14
C -4.46 0.72 4.77
C -5.48 1.30 5.50
C -2.44 0.91 3.27
C -1.10 1.22 3.61
C -0.62 1.70 4.85
C 0.72 1.98 4.69
C 1.01 1.68 3.34
N -0.06 1.18 2.73
C 2.21 2.05 2.51
C 2.81 0.86 1.81
C 4.15 0.45 1.81
C 4.22 -0.63 0.96
C 2.91 -0.87 0.48
C 2.50 -1.91 -0.40
C 3.54 -2.77 -0.99
C 3.60 -2.98 -2.37
C 4.57 -3.77 -2.95
C 5.54 -4.38 -2.16
O 6.48 -5.13 -2.84
C 7.47 -5.77 -2.08
C 5.48 -4.21 -0.78
C 4.49 -3.43 -0.22
C 1.18 -2.20 -0.76
N 0.06 -1.50 -0.45
C -1.00 -2.19 -0.89
C -2.36 -1.90 -0.67
C -3.34 -2.67 -1.44
C -3.25 -2.75 -2.84
C -4.17 -3.46 -3.58
C -5.22 -4.12 -2.95
O -6.10 -4.80 -3.77
C -7.16 -5.48 -3.16
C -5.31 -4.07 -1.57
C -4.38 -3.37 -0.83
C -2.84 -1.04 0.34
C -4.22 -0.82 0.68
C -4.24 -0.05 1.80
C -2.87 0.21 2.14
N -2.06 -0.37 1.21
C -0.56 -3.40 -1.54
C 0.80 -3.41 -1.45
N 2.08 0.07 1.01
C 3.26 2.76 3.32
C 3.84 2.11 4.41
C 4.84 2.71 5.16
C 5.27 3.99 4.84
O 6.26 4.67 5.52
C 6.94 4.01 6.55
C 4.69 4.65 3.77
C 3.71 4.04 3.02
H -8.17 3.35 7.45
H -7.06 1.99 7.76
H -8.09 2.00 6.30
H -4.64 4.54 5.08
H -2.81 3.48 3.79
H -4.42 -0.36 4.69
H -6.21 0.67 5.98
H -1.20 1.82 5.75
H 1.39 2.39 5.41
H 4.96 0.91 2.35
H 5.11 -1.18 0.69
H 2.86 -2.51 -3.01
H 4.60 -3.92 -4.02
H 8.10 -6.31 -2.80
H 7.04 -6.48 -1.37
H 8.09 -5.05 -1.53
H 6.20 -4.70 -0.14
H 4.44 -3.35 0.86
H -2.44 -2.24 -3.33
H -4.09 -3.51 -4.66
H -7.73 -5.94 -3.96
H -7.81 -4.80 -2.60
H -6.80 -6.27 -2.48
H -6.11 -4.59 -1.05
H -4.44 -3.39 0.24
H -5.07 -1.18 0.12
H -5.10 0.31 2.33
H -1.20 -4.17 -1.94
H 1.46 -4.19 -1.77
H 3.51 1.11 4.66
H 5.27 2.16 5.99
H 7.71 4.71 6.90
H 7.44 3.10 6.19
H 6.28 3.76 7.38
H 5.02 5.66 3.54
H 3.28 4.58 2.19
O 0.29 5.42 -0.09
C 0.02 4.35 0.44
O -0.88 3.52 0.23
C 0.86 3.90 1.70
O 0.64 4.31 2.82
O 1.71 2.91 1.42
C 2.01 0.51 -2.86
C 0.54 0.64 -3.00
N -0.19 1.44 -2.27
C -1.48 1.28 -2.67
C -1.54 0.36 -3.67
N -0.24 -0.06 -3.88
C 0.18 -0.93 -4.93
N -0.24 -0.40 -6.20
N -0.92 -1.15 -7.10
N -1.28 -0.43 -8.09
C -0.86 0.85 -7.89
C -1.01 2.02 -8.64
C -0.46 3.17 -8.13
C 0.24 3.19 -6.92
C 0.40 2.05 -6.15
C -0.17 0.89 -6.65
H 2.34 1.28 -2.17
H 2.52 0.63 -3.82
H 2.27 -0.45 -2.43
H -2.26 1.83 -2.20
H -2.35 -0.02 -4.26
H -0.28 -1.93 -4.84
H 1.27 -1.03 -4.90
H -1.56 2.00 -9.57
H -0.57 4.10 -8.67
H 0.65 4.12 -6.56
H 0.91 2.08 -5.20

Calculated values
- Net charge: -2
- Frontier orbital gap (spin up / spin down): 0.161 / 0.161 hartree
- HOMO level (spin up / spin down): -0.9 / -0.8 eV

Mulliken population analysis, charges in e, atoms 1 to 2: 1.3984 -0.8236

A molecular structure, C8H12CaN4O5S4, computed with ωB97M-V with the def2-TZVPD basis set.

CARTESIAN COORDINATES (ANGSTROEM)
Ca -0.56 0.26 0.19
N -3.74 -1.44 -0.31
C -2.74 -2.35 -0.18
N -1.50 -1.99 -0.08
C -0.64 -3.08 -0.07
C -1.26 -4.28 -0.06
S -2.98 -4.06 -0.14
C 0.79 -2.77 -0.25
C 1.84 -3.60 -0.40
S 3.24 -2.71 -0.88
C 2.30 -1.25 -0.84
N 1.08 -1.43 -0.45
N 2.78 -0.01 -1.16
H -3.46 -0.55 -0.73
H -4.65 -1.77 -0.60
H -0.83 -5.27 -0.07
H 1.87 -4.68 -0.32
H 3.64 0.02 -1.68
H 2.05 0.62 -1.50
O -1.05 2.66 -0.31
S -1.11 2.02 -1.67
O -1.39 2.91 -2.76
O 0.24 1.32 -1.77
O -2.09 0.89 -1.49
C 1.89 2.96 0.91
S 1.14 2.37 2.42
C -0.18 3.56 2.53
O 0.48 1.05 2.07
H 2.33 3.94 1.11
H 1.13 3.01 0.13
H 2.67 2.25 0.65
H 0.26 4.55 2.71
H -0.79 3.27 3.39
H -0.75 3.55 1.60

Calculated values
- Frontier orbital gap: 0.316 hartree
- HOMO level: -8.4 eV

Mulliken population analysis, charges in e, atoms 1 to 2: 1.9264 -0.4405

A gas-phase ion, CH4N2O3P (charge -1), computed with ωB97M-V with the def2-TZVPD basis set.

CARTESIAN COORDINATES (ANGSTROEM)
N -1.50 1.19 0.33
C -1.00 -0.06 0.13
O -1.64 -1.10 0.10
P 0.99 0.15 -0.02
N 1.47 -1.55 -0.08
O 1.46 0.77 1.26
O 1.31 0.71 -1.37
H -2.37 1.56 0.03
H -0.85 1.95 0.22
H 0.62 -1.98 0.45
H 1.51 -1.64 -1.05

Calculated values
- Net charge: -1
- Frontier orbital gap: 0.318 hartree
- HOMO level: -4.6 eV
- SMILES string: NC(=O)[P@](N)(=O)[O-]

Mulliken population analysis, charges in e, atoms 1 to 2: -0.4232 0.4264

Taking the records one at a time from the top gives largest force on an atom values of 0.036, 0.008, 0.081 Eh/bohr.
Taking the records one at a time from the top gives relative energy (zero: lowest compared OMol25 entry of this formula, charge and spin) values of 0.397, 0.000, 0.534 eV.
Taking the records one at a time from the top gives energy values of -99059.415, -86473.225, -19517.358 eV.